No. 1
Molecular formula: C7H12N2O5
Method: DFT, ωB97M-V with the def2-TZVPD basis set

As for the frontier orbital gap: 10.52 eV. As for the energy above the lowest of the compared OMol25 structures with the same formula, charge and spin: 1.375 eV. The calculation puts the maximum force at 0.0839 hartree/bohr. The calculation puts the HOMO energy at -0.3692 hartree. The total energy is -20671.457 eV. As for the SMILES: N[C@@H](CCC(=O)O)C(=O)NCC(=O)O. The LUMO energy comes out at 0.48 eV.

```
! RIJCOSX wB97M-V def2-TZVPD def2/J DEFGRID3
* xyz 0 1
N 2.69 0.63 -0.42
C 1.20 0.63 -0.35
C 0.63 -0.15 -1.60
C 0.78 -1.70 -1.49
C 0.00 -2.19 -0.29
O -1.03 -1.69 -0.06
O 0.56 -3.13 0.45
C 0.69 0.40 1.02
O 1.44 -0.12 1.86
N -0.48 0.87 1.44
C -1.38 1.78 0.76
C -2.87 1.36 0.87
O -3.76 2.09 1.20
O -2.92 0.02 0.60
H 3.13 0.02 0.34
H 2.84 1.57 -0.14
H 0.91 1.73 -0.66
H -0.46 0.11 -1.69
H 1.15 0.20 -2.47
H 1.79 -1.87 -1.50
H 0.24 -2.12 -2.36
H -0.07 -3.59 1.01
H -0.67 0.70 2.37
H -1.10 1.81 -0.27
H -1.34 2.89 1.01
H -2.01 -0.24 0.38
*
```

=====

No. 2
Molecular formula: C7H12N2O5S
Method: DFT, ωB97M-V with the def2-TZVPD basis set

As for the frontier orbital gap: 9.71 eV. As for the energy above the lowest of the compared OMol25 structures with the same formula, charge and spin: 4.937 eV. The calculation puts the maximum force at 0.1671 hartree/bohr. The calculation puts the HOMO energy at -0.3465 hartree. The total energy is -31503.188 eV. As for the SMILES: N[C@@H](CS)C(=O)N[C@@H](CC(=O)O)C(=O)O. The LUMO energy comes out at 0.28 eV.

```
! RIJCOSX wB97M-V def2-TZVPD def2/J DEFGRID3
* xyz 0 1
N 0.13 -0.47 -2.72
C 1.35 -0.06 -1.87
C 1.71 1.52 -2.14
S 2.16 1.91 -3.94
C 1.13 -0.27 -0.31
O 2.02 -0.20 0.53
N -0.19 -0.54 -0.11
C -0.62 -0.75 1.31
C -0.80 0.67 1.94
C -0.96 0.30 3.37
O -0.60 -0.77 3.76
O -1.39 1.15 4.27
C -1.79 -1.71 0.89
O -1.75 -2.59 -0.11
O -2.99 -1.54 1.80
H 0.26 -1.59 -3.01
H 0.19 -0.07 -3.67
H 2.41 -0.65 -1.99
H 0.72 2.19 -1.72
H 2.85 1.80 -1.58
H 3.44 1.16 -4.11
H -0.70 -0.57 -1.00
H 0.09 -1.46 1.87
H 0.07 1.28 1.82
H -1.68 1.22 1.52
H -1.36 2.03 3.92
H -3.71 -2.00 1.29
*
```

=====

No. 3
Molecular formula: C7H12N2OS2
Method: DFT, ωB97M-V with the def2-TZVPD basis set

As for the frontier orbital gap: 9.51 eV. As for the energy above the lowest of the compared OMol25 structures with the same formula, charge and spin: 1.917 eV. The calculation puts the maximum force at 0.0176 hartree/bohr. The calculation puts the HOMO energy at -0.3443 hartree. The total energy is -34150.124 eV. The LUMO energy comes out at 0.14 eV.

```
! RIJCOSX wB97M-V def2-TZVPD def2/J DEFGRID3
* xyz 0 1
C 2.24 -1.43 -1.20
C 1.77 -2.18 0.04
C 1.37 -1.30 1.23
C 0.13 -0.41 1.02
C -1.03 1.92 0.39
C -2.19 1.77 -0.31
C -2.44 0.84 -1.47
H 1.44 -0.88 -1.65
H 2.63 -2.12 -1.95
H 3.03 -0.72 -0.95
H 0.92 -2.83 -0.23
H 2.56 -2.83 0.37
H 1.15 -1.93 2.13
H 2.20 -0.62 1.53
H -0.65 -0.91 0.42
H -0.30 -0.10 1.97
H -1.53 0.63 -2.01
H -3.19 1.28 -2.15
H -2.84 -0.14 -1.14
N -2.88 3.31 1.13
N -3.20 2.57 0.15
O 1.54 1.87 0.99
S 0.55 1.14 0.13
S -1.27 3.09 1.59
*
```

=====

No. 4
Molecular formula: C7H12N2OSi
Method: DFT, ωB97M-V with the def2-TZVPD basis set

As for the frontier orbital gap: 8.87 eV. As for the energy above the lowest of the compared OMol25 structures with the same formula, charge and spin: 2.688 eV. The calculation puts the maximum force at 0.0827 hartree/bohr. The calculation puts the HOMO energy at -0.2997 hartree. The total energy is -20356.353 eV. As for the SMILES: CC1(C)Oc2ccnn2C[SiH2]1. The LUMO energy comes out at 0.71 eV.

```
! RIJCOSX wB97M-V def2-TZVPD def2/J DEFGRID3
* xyz 0 1
C 0.94 0.66 -1.29
C 1.30 0.26 0.12
C 2.50 0.85 0.75
O 0.14 0.85 0.90
C -1.08 0.54 0.56
C -2.31 1.24 0.72
C -3.24 0.52 0.01
N -2.71 -0.57 -0.50
N -1.42 -0.55 -0.11
C -0.67 -1.80 -0.26
Si 1.00 -1.60 0.47
H -0.01 0.20 -1.74
H 1.73 0.35 -1.99
H 0.67 1.73 -1.30
H 2.69 0.80 1.82
H 2.78 1.93 0.40
H 3.39 0.32 0.33
H -2.34 2.29 1.09
H -4.30 0.82 -0.32
H -1.39 -2.41 0.26
H -0.72 -2.21 -1.32
H 1.10 -1.66 1.83
H 1.96 -2.54 -0.43
*
```

=====

No. 5
Molecular formula: C7H12N3
Method: DFT, ωB97M-V with the def2-TZVPD basis set

As for the frontier orbital gap: 8.08 eV. As for the energy above the lowest of the compared OMol25 structures with the same formula, charge and spin: 6.284 eV. The calculation puts the maximum force at 0.1186 hartree/bohr. The calculation puts the HOMO energy at -0.4419 hartree. The total energy is -11912.257 eV. As for the SMILES: Cn1cccc/c1=[N+](/C)N. The LUMO energy comes out at -3.95 eV.

```
! RIJCOSX wB97M-V def2-TZVPD def2/J DEFGRID3
* xyz 1 1
C -0.91 2.06 -1.41
N -0.51 0.49 -0.98
C -0.88 -0.36 -2.00
C -1.07 -1.73 -1.98
C -1.27 -2.29 -0.70
C -0.75 -1.55 0.33
C -0.11 -0.22 0.24
N 0.86 -0.30 1.27
C 1.64 0.86 1.65
N 1.00 -1.30 2.22
H -0.95 2.61 -0.53
H -0.39 2.31 -2.25
H -2.06 2.00 -1.71
H -1.06 0.15 -3.04
H -1.23 -2.22 -2.84
H -1.68 -3.22 -0.70
H -0.87 -2.09 1.25
H 2.40 0.62 2.26
H 2.06 1.43 0.76
H 1.20 1.69 2.21
H 1.41 -2.10 1.82
H 1.47 -0.80 2.95
*
```

=====

No. 6
Molecular formula: C7H12N3O
Method: DFT, ωB97M-V with the def2-TZVPD basis set

As for the frontier orbital gap: 7.92 eV. As for the energy above the lowest of the compared OMol25 structures with the same formula, charge and spin: 3.883 eV. The calculation puts the maximum force at 0.0831 hartree/bohr. The calculation puts the HOMO energy at -0.4706 hartree. The total energy is -13961.389 eV. As for the SMILES: CN(C)OC[n+]1cccnc1. The LUMO energy comes out at -4.88 eV.

```
! RIJCOSX wB97M-V def2-TZVPD def2/J DEFGRID3
* xyz 1 1
C -0.99 0.45 -1.46
N -1.20 0.00 -0.13
C -2.57 0.10 0.38
O -0.74 -1.37 -0.02
C 0.24 -1.46 0.88
N 1.51 -0.68 0.49
C 1.85 0.44 1.08
C 2.94 1.17 0.49
C 3.68 0.62 -0.53
N 3.33 -0.61 -0.96
C 2.36 -1.21 -0.44
H -1.49 -0.23 -2.13
H -1.39 1.54 -1.53
H 0.06 0.52 -1.60
H -2.86 -0.92 0.77
H -2.59 0.73 1.25
H -3.10 0.45 -0.42
H 0.65 -2.49 0.97
H -0.05 -1.02 1.86
H 1.30 1.08 1.88
H 3.09 2.22 0.87
H 4.54 0.94 -0.92
H 2.00 -2.12 -0.90
*
```

=====

No. 7
Molecular formula: C7H12N3O2P
Method: DFT, ωB97M-V with the def2-TZVPD basis set

As for the frontier orbital gap (alpha / beta): 4.09 / 6.09 eV. As for the energy above the lowest of the compared OMol25 structures with the same formula, charge and spin: 2.565 eV. The calculation puts the maximum force at 0.0832 hartree/bohr. The calculation puts the HOMO energy (alpha / beta) at -0.1424 / -0.3243 hartree. The total energy is -25299.662 eV. The LUMO energy (alpha / beta) comes out at 0.22 / -2.74 eV.

```
! RIJCOSX wB97M-V def2-TZVPD def2/J DEFGRID3
* xyz 0 3
C 2.64 0.28 0.17
C -1.73 -0.32 -0.73
C 0.05 1.14 -1.05
C -1.13 0.95 1.10
C 0.45 -1.18 -1.41
C -0.97 -1.52 1.08
C 1.26 0.11 0.95
N -0.49 -0.06 -1.47
N -1.67 -0.31 0.72
N 0.26 1.10 0.55
O 3.03 1.40 0.16
O 3.05 -0.76 -0.39
P 0.77 -1.72 0.32
H -2.55 0.56 -0.97
H -2.01 -1.34 -1.03
H 1.03 1.53 -1.39
H -0.65 1.96 -1.41
H -1.73 1.65 0.56
H -0.96 0.96 2.21
H 0.16 -2.04 -2.25
H 1.45 -0.73 -1.66
H -0.62 -1.34 2.16
H -1.61 -2.39 0.97
H 1.30 0.09 2.04
H 0.67 1.97 0.78
*
```

=====

No. 8
Molecular formula: C7H12N4O2
Method: DFT, ωB97M-V with the def2-TZVPD basis set

As for the frontier orbital gap: 8.57 eV. As for the energy above the lowest of the compared OMol25 structures with the same formula, charge and spin: 7.052 eV. The calculation puts the maximum force at 0.1597 hartree/bohr. The calculation puts the HOMO energy at -0.3218 hartree. The total energy is -17501.883 eV. The LUMO energy comes out at -0.18 eV.

```
! RIJCOSX wB97M-V def2-TZVPD def2/J DEFGRID3
* xyz 0 1
C -1.39 1.46 1.46
C -0.56 -0.09 0.49
C -2.45 0.74 2.02
C 1.92 0.21 0.30
C 0.32 0.82 -1.58
C 0.75 -1.59 -0.98
C 0.60 -0.20 -0.39
N -2.50 -0.56 1.68
N -1.55 -0.88 0.74
N -3.33 1.32 2.95
N -0.90 2.67 1.50
O -1.69 3.43 2.15
O 0.10 3.08 0.93
H 2.84 -0.23 0.00
H 1.97 1.30 0.23
H 1.90 -0.04 1.29
H 1.02 0.66 -2.51
H -0.58 0.59 -2.00
H 0.34 1.95 -1.33
H 1.57 -1.67 -1.55
H 0.92 -2.32 -0.31
H -0.11 -1.80 -1.49
H -1.51 -1.75 0.26
H -3.16 2.30 2.94
H -4.21 0.93 2.82
*
```